# 1
The following is a DFT calculation (wB97M-V/def2-TZVPD) of a single C5H7FN2 molecule.

```
15
Properties=species:S:1:pos:R:3
C 2.126 -0.391 -0.384
C 0.801 0.093 -0.109
N 0.389 1.208 -0.686
N -0.829 1.586 -0.330
C -1.363 0.602 0.722
C -1.534 -0.724 0.029
F -1.693 -0.772 -1.360
C -0.230 -0.508 0.756
H 2.395 -1.553 -0.371
H 2.668 0.006 0.597
H 2.729 -0.039 -1.274
H -1.442 1.792 -1.247
H -1.957 1.067 1.521
H -2.170 -1.444 0.441
H 0.111 -0.922 1.697
```

Results
- HOMO (eV) = -8.0
- SMILES = CC1=NN[C@H]2[C@@H](F)[C@@H]12
- ΔE to the lowest compared entry with this formula, charge and spin (kJ/mol) = 351.43
- multiplicity = 1
- HOMO-LUMO gap (eV) = 8.9

Löwdin population analysis, charges in e, atoms 1 to 4: C -0.077; C -0.373; N 0.020; N -0.067

# 2
The following is a DFT calculation (wB97M-V/def2-TZVPD) of a single C5H7FN2 molecule.

```
15
Properties=species:S:1:pos:R:3
C 0.908 1.917 0.032
C -0.164 0.833 0.128
N -1.500 1.126 0.167
C -2.102 0.009 0.118
F -3.422 -0.359 0.115
N -1.246 -1.041 -0.056
C 0.006 -0.500 0.024
C 1.129 -1.446 -0.160
H 0.339 2.951 -0.056
H 1.392 1.881 1.043
H 1.750 1.788 -0.774
H -1.353 -2.077 -0.111
H 0.979 -2.276 0.560
H 1.105 -1.779 -1.095
H 2.180 -1.027 0.066
```

Results
- HOMO (eV) = -8.4
- SMILES = Cc1nc(F)[nH]c1C
- ΔE to the lowest compared entry with this formula, charge and spin (kJ/mol) = 84.55
- multiplicity = 1
- HOMO-LUMO gap (eV) = 9.2

Löwdin population analysis, charges in e, atoms 1 to 4: C -0.053; C -0.322; N 0.168; C -0.386

# 3
The following is a DFT calculation (wB97M-V/def2-TZVPD) of 2 unconnected molecules or ions with the total composition C5H7FO.

```
14
Properties=species:S:1:pos:R:3
C -0.074 2.009 -0.118
C -0.011 0.766 0.238
C -2.243 -0.334 0.045
C 1.176 -1.272 -0.469
C 0.909 -0.278 0.664
O -2.520 -1.459 0.263
F -3.127 0.603 -0.342
H 0.809 2.642 -0.113
H -0.986 2.489 -0.428
H 0.255 -1.780 -0.742
H 1.558 -0.753 -1.345
H 1.904 -2.014 -0.157
H 1.852 0.189 0.980
H 0.497 -0.808 1.524
```

Results
- HOMO (spin up / spin down) (eV) = -9.0 / -9.0
- ΔE to the lowest compared entry with this formula, charge and spin (kJ/mol) = 278.27
- multiplicity = 1
- HOMO-LUMO gap (spin up / spin down) (eV) = 8.7 / 8.7

Löwdin population analysis, charges in e, atoms 1 to 4: C 0.012; C -0.080; C -0.291; C -0.096

# 4
The following is a DFT calculation (wB97M-V/def2-TZVPD) of a molecular structure, C5H7FS2.

```
15
Properties=species:S:1:pos:R:3
C 1.698 0.064 0.594
C 0.243 0.239 0.964
C -0.708 1.145 0.331
C -0.822 -0.377 0.295
C -0.582 -1.100 -0.974
H 2.176 -0.672 1.362
H 2.371 1.132 0.379
H 1.779 -0.743 -0.593
H -0.029 0.053 2.113
H -1.620 1.592 0.931
H -1.197 0.550 -2.178
H 0.022 -0.521 -1.643
F -1.812 -0.840 1.081
S -0.497 2.091 -1.166
S -1.022 -2.613 -1.496
```

Results
- HOMO (eV) = -9.2
- ΔE to the lowest compared entry with this formula, charge and spin (kJ/mol) = 581.94
- multiplicity = 1
- HOMO-LUMO gap (eV) = 7.4

Löwdin population analysis, charges in e, atoms 1 to 4: C -0.072; C -0.375; C -0.606; C -0.609

# 5
The following is a DFT calculation (wB97M-V/def2-TZVPD) of a single C5H7I molecule.

```
13
Properties=species:S:1:pos:R:3
C -0.196 -2.804 -0.188
C -0.439 -1.647 -0.118
C -0.715 -0.179 -0.017
C -0.080 0.437 -1.309
C -0.089 0.328 1.284
I -2.870 0.070 0.034
H 0.061 -3.782 -0.316
H -0.230 -0.259 -2.082
H -0.503 1.478 -1.444
H 1.006 0.471 -1.226
H -0.323 1.495 1.386
H -0.529 -0.059 2.246
H 0.949 0.310 1.131
```

Results
- HOMO (eV) = -9.4
- SMILES = C#CC(C)(C)I
- ΔE to the lowest compared entry with this formula, charge and spin (kJ/mol) = 73.33
- multiplicity = 1
- HOMO-LUMO gap (eV) = 9.8

Löwdin population analysis, charges in e, atoms 1 to 4: C 0.135; C -0.229; C -0.950; C -0.122

# 6
The following is a DFT calculation (wB97M-V/def2-TZVPD) of 2 unconnected molecules or ions with the total composition C5H7IN2O.

```
16
Properties=species:S:1:pos:R:3
C -1.196 -0.330 -0.147
C -0.415 0.840 0.070
C -2.449 0.154 -0.449
C -0.672 -1.765 -0.212
C 1.042 1.093 0.087
N -2.574 1.467 -0.444
N -1.314 1.871 -0.085
O -4.403 -1.048 -0.441
I -5.755 0.142 0.129
H -0.020 -2.087 0.668
H -1.566 -2.297 -0.123
H -0.068 -1.740 -1.132
H 1.535 0.216 -0.048
H 1.199 1.757 -0.652
H 1.314 1.447 0.979
H -1.383 2.838 0.071
```

Results
- HOMO (spin up / spin down) (eV) = -8.4 / -8.4
- ΔE to the lowest compared entry with this formula, charge and spin (kJ/mol) = 567.15
- multiplicity = 1
- HOMO-LUMO gap (spin up / spin down) (eV) = 7.0 / 7.0

Löwdin population analysis, charges in e, atoms 1 to 4: C -0.215; C -0.201; C -0.035; C -0.026

# 7
The following is a DFT calculation (wB97M-V/def2-TZVPD) of 2 unconnected molecules or ions with the total composition C5H7IN5.

```
18
Properties=species:S:1:pos:R:3
C 2.090 -1.243 0.139
C 0.425 -2.828 -0.013
C 1.114 -0.250 0.036
C -0.216 -0.703 -0.204
C 1.103 1.148 0.132
N 1.716 -2.494 0.126
N -0.541 -1.965 -0.271
N -0.985 0.372 -0.200
N -0.180 1.501 -0.079
N 2.054 2.058 0.324
I -5.459 0.382 -0.279
H 3.217 -1.222 0.143
H 0.195 -3.853 -0.001
H -1.913 0.597 -0.408
H -0.618 2.383 0.281
H 2.938 1.791 0.573
H -6.700 1.265 -0.791
H 1.760 3.060 0.492
```

Results
- HOMO (eV) = -12.6
- charge = +1
- ΔE to the lowest compared entry with this formula, charge and spin (kJ/mol) = 0.00
- multiplicity = 1
- HOMO-LUMO gap (eV) = 8.2

Löwdin population analysis, charges in e, atoms 1 to 4: C -0.036; C -0.110; C -0.058; C -0.258

# 8
The following is a DFT calculation (wB97M-V/def2-TZVPD) of 2 unconnected molecules or ions with the total composition C5H7IN5O.

```
19
Properties=species:S:1:pos:R:3
C 0.103 2.224 -2.132
C -1.448 0.251 0.415
C 0.787 -0.495 1.274
C -0.677 1.037 -0.483
C 0.695 0.978 -0.561
N 1.141 1.648 -1.640
N -1.009 1.859 -1.536
N -0.532 -0.617 1.259
N 1.401 0.185 0.307
N 1.470 -1.070 2.306
O -2.586 0.255 0.733
I -0.867 -2.983 -1.091
H -0.035 2.676 -3.109
H -1.749 -4.187 -1.211
H -1.898 2.034 -1.904
H -0.974 -1.191 2.033
H 2.386 0.106 0.025
H 1.355 -1.844 2.940
H 2.435 -0.866 2.376
```

Results
- HOMO (eV) = -13.2
- charge = +1
- ΔE to the lowest compared entry with this formula, charge and spin (kJ/mol) = 0.00
- multiplicity = 1
- HOMO-LUMO gap (eV) = 9.8

Löwdin population analysis, charges in e, atoms 1 to 4: C -0.144; C -0.387; C -0.363; C -0.103

# 9
The following is a DFT calculation (wB97M-V/def2-TZVPD) of a single C5H7IO4 molecule.

```
17
Properties=species:S:1:pos:R:3
C 2.803 0.087 0.067
C 1.345 0.428 0.238
O 0.610 -0.664 -0.337
C -0.723 -0.571 -0.209
I -1.446 -2.202 -1.510
C -1.489 0.672 -0.657
O -2.743 0.464 0.022
C -2.582 -0.541 0.909
O -3.444 -1.190 1.434
O -1.208 -0.686 1.095
H 2.991 -0.872 0.521
H 3.429 0.847 0.504
H 3.008 -0.006 -0.990
H 1.123 0.545 1.290
H 1.134 1.335 -0.313
H -1.725 0.724 -1.707
H -1.085 1.630 -0.357
```

Results
- HOMO (eV) = -9.8
- SMILES = CCO[C@]1(I)COC(=O)O1
- ΔE to the lowest compared entry with this formula, charge and spin (kJ/mol) = 0.00
- multiplicity = 1
- HOMO-LUMO gap (eV) = 10.0

Löwdin population analysis, charges in e, atoms 1 to 4: C -0.055; C -0.224; O -0.137; C -0.856

# 10
The following is a DFT calculation (wB97M-V/def2-TZVPD) of a molecular structure, C5H7IrN3OS4SbTe.

```
23
Properties=species:S:1:pos:R:3
Ir 2.308 0.202 -0.649
S 3.821 1.850 4.050
Sb 2.427 1.921 2.289
S 1.671 -0.259 1.480
S 3.569 1.916 0.101
S 0.645 3.317 2.235
Te 3.945 -1.550 -1.148
C -2.349 1.726 -0.214
N -1.710 0.459 -0.561
C -2.252 -0.742 -0.276
C -1.563 -1.890 -0.435
C -0.186 -1.779 -0.807
N 0.337 -0.608 -1.145
C -0.412 0.548 -1.059
O 0.056 1.631 -1.344
N 0.599 -2.860 -0.805
H -3.297 1.511 0.274
H -2.513 2.322 -1.109
H -1.692 2.279 0.460
H -3.268 -0.725 0.097
H -2.001 -2.846 -0.198
H 0.261 -3.705 -0.381
H 1.605 -2.719 -0.856
```

Results
- HOMO (spin up / spin down) (eV) = -4.5 / -4.4
- charge = -1
- multiplicity = 2
- HOMO-LUMO gap (spin up / spin down) (eV) = 6.3 / 5.7

Löwdin population analysis, charges in e, atoms 1 to 4: Ir 0.118; S -0.273; Sb -0.168; S -0.057

# 11
The following is a DFT calculation (wB97M-V/def2-TZVPD) of a single C5H7N molecule.

```
13
Properties=species:S:1:pos:R:3
C -1.253 0.374 1.669
C -0.324 0.015 0.573
C -0.119 -1.184 -0.036
C 0.708 -0.948 -1.147
C 0.919 0.412 -1.273
N 0.324 1.011 -0.177
H -1.052 1.212 2.357
H -2.309 0.573 1.273
H -1.268 -0.449 2.396
H -0.246 -2.134 0.462
H 1.227 -1.590 -1.842
H 1.369 0.964 -2.064
H 0.185 1.979 0.028
```

Results
- HOMO (eV) = -7.9
- SMILES = Cc1ccc[nH]1
- ΔE to the lowest compared entry with this formula, charge and spin (kJ/mol) = 42.78
- multiplicity = 1
- HOMO-LUMO gap (eV) = 9.0

Löwdin population analysis, charges in e, atoms 1 to 4: C -0.061; C -0.343; C -0.081; C -0.117

# 12
The following is a DFT calculation (wB97M-V/def2-TZVPD) of a single C5H7N molecule.

```
13
Properties=species:S:1:pos:R:3
C 1.230 0.128 0.693
C -0.573 -0.256 -1.121
C -1.054 -0.319 1.601
C -1.283 0.338 -2.231
C -0.152 -0.186 0.638
N 1.908 0.318 -0.389
H 1.800 -0.127 1.665
H -0.656 -1.382 -1.010
H 0.557 -0.119 -1.333
H -2.158 -0.563 1.347
H -0.675 0.116 2.532
H -1.777 1.368 -2.194
H 2.833 0.684 -0.198
```

Results
- HOMO (spin up / spin down) (eV) = -7.7 / -7.7
- ΔE to the lowest compared entry with this formula, charge and spin (kJ/mol) = 723.16
- multiplicity = 1
- HOMO-LUMO gap (spin up / spin down) (eV) = 7.5 / 7.5

Löwdin population analysis, charges in e, atoms 1 to 4: C -0.231; C -0.280; C 0.038; C 0.110

# 13
The following is a DFT calculation (wB97M-V/def2-TZVPD) of 2 unconnected molecules or ions with the total composition C5H7N.

```
13
Properties=species:S:1:pos:R:3
C -2.304 -0.966 0.040
C -1.289 0.042 0.080
C -0.188 0.619 0.323
N -1.117 1.379 -0.525
H -3.055 -0.732 0.901
H -1.734 -1.867 0.299
H -2.869 -0.988 -0.805
H 0.350 0.789 1.238
H -0.948 1.527 -1.526
C 3.764 0.420 -0.053
C 2.826 -0.325 0.127
H 4.571 1.082 -0.248
H 1.994 -0.981 0.149
```

Results
- HOMO (eV) = -7.7
- SMILES = CC1=CN1.C#C
- ΔE to the lowest compared entry with this formula, charge and spin (kJ/mol) = 629.39
- multiplicity = 1
- HOMO-LUMO gap (eV) = 8.6

Löwdin population analysis, charges in e, atoms 1 to 4: C -0.029; C -0.311; C -0.087; N 0.003

# 14
The following is a DFT calculation (wB97M-V/def2-TZVPD) of a single C5H7N molecule.

```
13
Properties=species:S:1:pos:R:3
C 1.824 0.049 0.121
C 0.326 0.028 0.011
C -0.407 -1.148 -0.292
N -1.705 -1.125 -0.221
C -1.846 1.173 -0.089
C -0.476 1.139 0.144
H 2.180 -0.362 1.078
H 2.283 -0.541 -0.686
H 2.189 1.079 0.033
H 0.148 -2.036 -0.624
H -2.095 -1.971 -0.667
H -2.407 1.627 0.760
H -0.015 2.089 0.433
```

Results
- HOMO (eV) = -7.9
- ΔE to the lowest compared entry with this formula, charge and spin (kJ/mol) = 390.17
- multiplicity = 1
- HOMO-LUMO gap (eV) = 8.0

Löwdin population analysis, charges in e, atoms 1 to 4: C -0.073; C -0.324; C -0.216; N 0.086

# 15
The following is a DFT calculation (wB97M-V/def2-TZVPD) of a single C5H7N molecule.

```
13
Properties=species:S:1:pos:R:3
C -2.094 0.050 0.042
C -0.639 0.073 -0.001
N 0.112 1.151 -0.045
C 1.470 0.854 0.028
C 1.655 -0.658 0.049
C 0.349 -1.086 0.051
H -2.636 0.880 0.546
H -2.570 -0.794 0.482
H -2.286 0.241 -0.999
H 2.093 1.358 0.890
H 1.869 1.225 -0.864
H 2.650 -1.166 -0.231
H 0.028 -2.128 0.053
```

Results
- HOMO (eV) = -9.2
- SMILES = CC1=NCC=C1
- ΔE to the lowest compared entry with this formula, charge and spin (kJ/mol) = 166.30
- multiplicity = 1
- HOMO-LUMO gap (eV) = 10.3

Löwdin population analysis, charges in e, atoms 1 to 4: C -0.043; C -0.320; N 0.046; C -0.296

# 16
The following is a DFT calculation (wB97M-V/def2-TZVPD) of 2 unconnected molecules or ions with the total composition C5H7N.

```
13
Properties=species:S:1:pos:R:3
C -1.175 1.145 -0.254
C -1.824 0.110 0.271
C -1.313 -0.821 1.240
N -1.103 -1.575 2.095
H -1.714 1.859 -0.870
H -0.127 1.315 -0.050
H -2.883 -0.023 0.094
C 1.942 0.226 -0.171
C 1.427 -0.889 -0.676
H 2.395 0.985 -0.805
H 1.938 0.409 0.901
H 0.936 -1.622 -0.039
H 1.502 -1.118 -1.735
```

Results
- HOMO (eV) = -10.2
- SMILES = C=CC#N.C=C
- ΔE to the lowest compared entry with this formula, charge and spin (kJ/mol) = 207.43
- multiplicity = 1
- HOMO-LUMO gap (eV) = 10.6

Löwdin population analysis, charges in e, atoms 1 to 4: C 0.041; C -0.170; C -0.249; N 0.149